<P>
A 9-piece molecular cluster, C18H54O18 overall. Source: the OMol25 dataset; level of theory: wB97M-V/def2-TZVPD.

Values from the calculation:
- Frontier orbital gap: 9.69 eV
- SMILES: OCCO.OCCO.OCCO.OCCO.OCCO.OCCO.OCCO.OCCO.OCCO
- LUMO level: 0.090 eV
- E_HOMO: -0.3527 Eh

```
! RIJCOSX wB97M-V def2-TZVPD def2/J DEFGRID3
* xyz 0 1
O 19.4540 -28.4459 7.4843
C 18.2590 -28.0905 8.1550
C 17.0920 -29.1007 7.7994
O 17.5100 -30.3711 8.0646
H 19.7162 -29.3260 7.7640
H 18.5428 -28.1536 9.2055
H 17.9483 -27.0910 7.8510
H 16.7849 -29.0437 6.7551
H 16.2041 -29.0033 8.4241
H 17.8636 -30.3725 8.9571
O 11.0913 -20.7584 5.2279
C 10.4235 -19.4583 5.1869
C 9.2350 -19.3561 6.1132
O 9.5721 -19.4706 7.5048
H 11.0931 -21.1447 6.1068
H 11.1379 -18.6572 5.3771
H 10.0341 -19.2787 4.1848
H 8.5090 -20.1356 5.8826
H 8.5871 -18.4925 5.9634
H 8.7077 -19.5412 7.9166
O 16.5538 -22.4947 10.5607
C 17.0036 -22.5816 9.2017
C 16.5456 -21.4213 8.3609
O 16.9958 -20.2318 8.8992
H 17.2516 -22.7275 11.1775
H 18.0886 -22.6525 9.2782
H 16.6552 -23.4692 8.6736
H 15.4591 -21.4871 8.3035
H 17.0130 -21.4255 7.3762
H 17.9305 -20.3539 9.0805
O 24.3176 -19.4610 7.4324
C 23.4833 -20.6151 7.4311
C 21.9800 -20.2421 7.5221
O 21.6015 -20.0724 8.8850
H 25.1615 -19.6457 7.0137
H 23.6304 -21.0678 6.4505
H 23.8459 -21.4056 8.0882
H 21.3594 -21.0336 7.1019
H 21.6965 -19.3499 6.9638
H 22.2590 -19.4176 9.1310
O 13.9116 -27.4061 12.9744
C 15.2850 -27.1990 12.8298
C 16.1713 -28.1782 13.6163
O 15.9996 -29.5590 13.4092
H 13.6197 -26.9592 13.7723
H 15.5834 -27.3097 11.7873
H 15.4764 -26.2248 13.2797
H 15.9268 -27.9400 14.6515
H 17.1974 -27.8316 13.4931
H 15.0657 -29.7228 13.5595
O 14.7744 -19.1127 2.3897
C 14.1873 -19.3915 1.1072
C 14.5738 -18.3742 0.0269
O 15.7578 -18.6900 -0.7055
H 15.1847 -19.9178 2.7138
H 14.4534 -20.4075 0.8156
H 13.1532 -19.3164 1.4434
H 14.6293 -17.3915 0.4953
H 13.8101 -18.4051 -0.7502
H 15.5731 -19.5638 -1.0576
O 14.3444 -18.0595 11.3522
C 13.3043 -18.9952 11.4831
C 12.0296 -18.1111 11.7268
O 12.3079 -17.0985 12.7118
H 14.9510 -18.4945 10.7486
H 13.1373 -19.6471 10.6256
H 13.6488 -19.5032 12.3839
H 11.1704 -18.7292 11.9873
H 11.8809 -17.6659 10.7431
H 13.2028 -16.8009 12.5320
O 16.3934 -24.3330 4.6863
C 17.4071 -24.5470 3.7006
C 18.2994 -23.2646 3.6868
O 17.5523 -22.2066 3.1414
H 15.8462 -23.5574 4.5422
H 17.9203 -25.5066 3.7634
H 16.9230 -24.7036 2.7366
H 19.1294 -23.5062 3.0229
H 18.6471 -23.1103 4.7083
H 18.1724 -21.4854 3.0111
O 20.4048 -25.7936 12.6806
C 21.4583 -25.6786 11.7241
C 22.5190 -26.7829 11.9552
O 23.1838 -26.7099 13.2052
H 20.8054 -25.4917 13.4991
H 21.0846 -25.7731 10.7045
H 21.9090 -24.6872 11.7694
H 23.2287 -26.6973 11.1324
H 22.0778 -27.7612 11.7645
H 22.5100 -26.9440 13.8478
*
```

Mulliken atomic charge list, values in e, 2 entries: O -0.521; C -0.394



<Q>
A 9-piece molecular cluster, C18H54O18 overall. Source: the OMol25 dataset; level of theory: wB97M-V/def2-TZVPD.

Values from the calculation:
- Frontier orbital gap: 9.83 eV
- SMILES: OCCO.OCCO.OCCO.OCCO.OCCO.OCCO.OCCO.OCCO.OCCO
- LUMO level: 0.216 eV
- E_HOMO: -0.3535 Eh

```
! RIJCOSX wB97M-V def2-TZVPD def2/J DEFGRID3
* xyz 0 1
O -2.2677 2.6844 6.4837
C -1.7363 3.7496 5.6724
C -1.0706 3.2490 4.3511
O 0.0117 2.4276 4.7201
H -2.8554 2.9765 7.1845
H -2.5227 4.4216 5.3289
H -0.8759 4.2151 6.1532
H -0.7436 4.0564 3.6958
H -1.8485 2.7242 3.7965
H -0.4336 1.9083 5.3936
O -5.3504 -7.6056 4.6167
C -5.9605 -6.2939 4.6141
C -6.0315 -5.5748 3.3241
O -4.7560 -5.2528 2.8726
H -4.4261 -7.3508 4.6659
H -7.0252 -6.4556 4.7829
H -5.5675 -5.7398 5.4664
H -6.5484 -4.6151 3.3200
H -6.5390 -6.0665 2.4942
H -4.3393 -4.7197 3.5536
O -2.0965 -1.9235 -6.8342
C -1.9442 -2.7349 -8.0429
C -3.1800 -2.9927 -8.8429
O -4.3445 -2.2220 -8.4979
H -1.6767 -1.1502 -7.2180
H -1.0445 -2.3937 -8.5550
H -1.5855 -3.7138 -7.7247
H -3.4533 -4.0355 -8.6816
H -2.8975 -2.8580 -9.8870
H -3.9865 -1.6394 -7.8242
O 3.8600 6.6577 -1.8270
C 4.3147 6.2182 -3.0426
C 3.9580 4.6947 -3.4834
O 4.6080 3.8270 -2.5756
H 4.6299 6.5349 -1.2669
H 4.1376 6.8593 -3.9061
H 5.4032 6.1621 -3.0298
H 4.5465 4.6967 -4.4009
H 2.9258 4.4002 -3.6734
H 4.4386 4.1357 -1.6825
O -6.7046 0.4235 3.5418
C -6.8488 1.5967 2.8254
C -6.0013 1.7047 1.5843
O -6.4673 0.5646 0.8757
H -7.5906 0.1611 3.8022
H -7.8862 1.7220 2.5152
H -6.4133 2.3772 3.4493
H -5.0046 1.5182 1.9841
H -5.9208 2.6442 1.0374
H -5.8111 0.2019 0.2762
O 6.8195 -1.5450 2.5751
C 6.1661 -0.3289 2.9874
C 4.7684 -0.6175 3.6391
O 3.9079 -1.1874 2.7242
H 7.7002 -1.4264 2.2119
H 6.9094 0.1978 3.5858
H 5.8311 0.2129 2.1029
H 4.3059 0.3175 3.9553
H 4.9025 -1.1937 4.5545
H 4.1941 -2.0982 2.6234
O 6.3688 5.7066 0.7879
C 5.6029 6.0315 1.9616
C 5.0008 4.7456 2.5512
O 4.1775 4.0153 1.5379
H 7.3214 5.7842 0.8782
H 6.2980 6.3852 2.7230
H 4.9574 6.9061 1.8806
H 4.4322 4.9686 3.4540
H 5.8098 4.0475 2.7664
H 3.5587 3.4377 1.9907
O -0.2190 0.2670 -1.8480
C -0.8361 -0.0024 -0.6689
C -1.8837 -1.1065 -0.8807
O -2.7384 -0.7817 -1.9917
H 0.6133 0.6740 -1.5962
H -0.0513 -0.1307 0.0766
H -1.2344 0.9755 -0.3984
H -2.4573 -1.2914 0.0276
H -1.4057 -1.9985 -1.2858
H -2.2760 -0.7547 -2.8326
O 3.0394 -6.3448 -5.5995
C 1.8040 -5.8693 -5.0182
C 2.0933 -5.3105 -3.6060
O 2.7391 -4.0554 -3.5156
H 3.2056 -6.1038 -6.5138
H 1.5891 -4.9587 -5.5773
H 0.9713 -6.5711 -5.0638
H 2.7115 -6.0162 -3.0511
H 1.2747 -5.4255 -2.8955
H 2.9496 -3.7295 -2.6375
*
```

Mulliken atomic charge list, values in e, 2 entries: O -0.546; C -0.358



Relative energies in kcal/mol: <P> 0.0; <Q> 44.3



<P>
C4H6ClN in the gas phase. Source: the OMol25 dataset; level of theory: wB97M-V/def2-TZVPD.

Values from the calculation:
- Frontier orbital gap: 12.17 eV
- SMILES: CC(C)(Cl)C#N
- LUMO level: 0.770 eV
- E_HOMO: -0.4190 Eh

```
! RIJCOSX wB97M-V def2-TZVPD def2/J DEFGRID3
* xyz 0 1
C -0.5359 0.9600 -0.6660
C -0.5621 -0.5713 -0.5390
C 0.4051 -1.0576 0.6050
Cl -2.1838 -1.2212 -0.3804
C -0.0762 -1.1059 -2.0286
N 0.2102 -1.4050 -3.0799
H -1.1438 1.3645 0.1248
H 0.3308 1.4453 -0.6129
H -1.0423 1.2226 -1.4870
H 0.3385 -0.6654 1.6301
H 1.4007 -0.9149 0.1185
H 0.2769 -2.1074 0.6719
*
```

Mulliken atomic charge list, values in e, 2 entries: C -1.520; C 0.934



<Q>
C4H6ClN in the gas phase. Source: the OMol25 dataset; level of theory: wB97M-V/def2-TZVPD.

Values from the calculation:
- Frontier orbital gap: 9.40 eV
- SMILES: C=C(Cl)N1CC1
- LUMO level: 0.913 eV
- E_HOMO: -0.3119 Eh

```
! RIJCOSX wB97M-V def2-TZVPD def2/J DEFGRID3
* xyz 0 1
C -1.5715 -1.6314 -0.1438
C -1.1421 -0.4015 0.1620
Cl -2.3544 0.8025 0.0046
N 0.1470 -0.1534 0.5368
C 1.2235 0.6412 -0.5710
C 0.5176 1.2171 0.6890
H -2.6010 -1.7131 -0.3924
H -0.8628 -2.4685 -0.2168
H 0.8194 0.9638 -1.5124
H 2.1207 0.0657 -0.5113
H 1.1479 1.3812 1.5251
H -0.0864 2.0496 0.3788
*
```

Mulliken atomic charge list, values in e, 2 entries: C -0.791; C 0.533



Relative energies in kcal/mol: <P> 0.0; <Q> 35.1



<P>
C8H13F6N3O9S2Te4V as an isolated structure. Source: the OMol25 dataset; level of theory: wB97M-V/def2-TZVPD.

Values from the calculation:
- Frontier orbital gap (spin up / spin down): 5.23 / 5.19 eV
- LUMO level (spin up / spin down): 3.882 / 3.702 eV
- E_HOMO (spin up / spin down): -0.0496 / -0.0547 Eh
- <S²>: 3.8007

```
! RIJCOSX wB97M-V def2-TZVPD def2/J DEFGRID3
* xyz -2 4
V 0.6026 1.1542 0.9196
Te 3.2739 1.2195 1.2482
Te 5.8709 0.6233 1.1226
Te 3.8142 -2.9420 1.9541
Te 1.9442 -1.2053 1.4845
F 1.1057 4.3093 1.3451
C 0.0957 4.3902 2.2114
F -0.2994 5.6718 2.2480
F 0.5533 4.0743 3.4233
S -1.4103 3.3392 1.7215
O 0.3737 1.3294 2.4830
O -2.5112 4.2080 2.1526
N -1.1083 3.6459 0.0976
S -0.8552 2.4209 -0.8094
O 0.5462 2.0266 -1.0091
O -1.7219 1.2957 -0.5497
C -1.2744 3.1636 -2.4410
F -1.0421 2.2847 -3.4116
F -2.5649 3.5072 -2.4772
F -0.5434 4.2547 -2.6647
C 2.0532 -0.6640 -4.0013
C 1.9269 -1.1163 -2.5527
C 2.4031 -2.5595 -2.3842
O 2.6709 -0.2524 -1.7049
C 0.4435 -1.0728 -2.0872
O -0.4116 -1.4035 -2.9161
O 0.2415 -0.7775 -0.8693
H 3.0892 -0.7724 -4.3387
H 1.7624 0.3840 -4.0853
H 1.3972 -1.2556 -4.6382
H 3.4112 -2.6786 -2.7958
H 1.7282 -3.2417 -2.9036
H 2.4338 -2.8193 -1.3252
H 3.6153 -0.4001 -1.8356
C -3.8298 -3.7343 3.2067
O -2.8112 -3.0692 3.9230
C -1.9450 -2.1964 3.2938
O -1.0779 -1.6863 3.9393
N -2.2028 -2.0135 1.9706
N -1.4575 -1.1126 1.2017
H -4.3722 -4.3314 3.9372
H -3.4216 -4.4065 2.4455
H -4.5308 -3.0338 2.7431
H -2.8891 -2.5776 1.5035
H -2.0764 -0.4113 0.8107
H -0.9997 -1.5689 0.4144
*
```

Mulliken atomic charge list, values in e, 2 entries: V 1.299; Te -0.348



<Q>
C8H13F6N3O9S2Te4V as an isolated structure. Source: the OMol25 dataset; level of theory: wB97M-V/def2-TZVPD.

Values from the calculation:
- Frontier orbital gap (spin up / spin down): 5.52 / 4.85 eV
- LUMO level (spin up / spin down): 3.810 / 3.125 eV
- E_HOMO (spin up / spin down): -0.0629 / -0.0633 Eh
- <S²>: 3.7692

```
! RIJCOSX wB97M-V def2-TZVPD def2/J DEFGRID3
* xyz -2 4
V 0.2878 0.6108 0.3524
Te 2.0191 0.9620 4.0236
Te 4.3055 1.8072 4.8617
Te 3.6411 3.7417 1.2050
Te 1.3147 2.8126 2.0346
F -0.8702 1.3730 -3.3985
C -1.2316 2.6159 -3.0941
F -2.4511 2.8408 -3.6293
F -0.3731 3.4446 -3.7150
S -1.2844 2.9784 -1.2334
O -0.0495 2.0983 -0.9039
O -0.8880 4.3929 -1.2271
N -2.6012 0.2409 -0.8944
S -1.8999 -1.0373 -0.8405
O -0.3631 -0.9287 -0.8355
O -2.2857 -2.1136 0.0894
C -2.0632 -1.9809 -2.4317
F -1.3471 -3.1260 -2.4567
F -3.3534 -2.3352 -2.6241
F -1.6870 -1.2632 -3.4938
C 4.4052 -0.0383 -0.4312
C 2.9574 -0.4598 -0.5740
C 2.6983 -1.2883 -1.8229
O 2.1098 0.7136 -0.5773
C 2.4834 -1.2367 0.6759
O 3.1357 -2.1920 1.0588
O 1.4035 -0.7810 1.2055
H 4.7335 0.5045 -1.3223
H 5.0154 -0.9313 -0.3013
H 4.5274 0.6197 0.4290
H 3.0237 -0.7384 -2.7114
H 1.6375 -1.5218 -1.9085
H 3.2683 -2.2150 -1.7557
H 2.1950 1.2907 -1.3452
C -2.5034 -2.4410 3.1052
O -1.4753 -1.4870 2.8602
C -1.7803 -0.3314 2.3005
O -0.8427 0.4423 2.0525
N -3.0848 -0.0228 2.1222
N -3.3518 1.2439 1.5583
H -2.0283 -3.2375 3.6721
H -2.8672 -2.8275 2.1522
H -3.3105 -1.9948 3.6899
H -3.5979 -0.8042 1.7195
H -4.2935 1.4857 1.8309
H -3.2783 1.1140 0.5285
*
```

Mulliken atomic charge list, values in e, 2 entries: V 0.904; Te -0.066



Relative energies in kcal/mol: <P> 91.2; <Q> 0.0